{
  "formula": "C47H46ClMgN4O9Se",
  "method": "ωB97M-V with the def2-TZVPD basis set",
  "elements": ["Mg", "C", "C", "C", "O", "C", "C", "O", "C", "O", "C", "C", "C", "C", "C", "C", "C", "C", "C", "C", "C", "C", "C", "O", "C", "C", "C", "C", "C", "C", "C", "C", "C", "C", "C", "C", "H", "H", "H", "H", "H", "H", "H", "H", "H", "H", "H", "H", "H", "H", "H", "H", "H", "H", "H", "H", "H", "H", "H", "H", "H", "H", "H", "H", "O", "Cl", "O", "O", "O", "C", "C", "N", "C", "C", "C", "O", "C", "C", "C", "C", "N", "C", "H", "H", "H", "H", "H", "H", "H", "H", "H", "H", "H", "H", "H", "H", "Se", "N", "C", "C", "C", "C", "C", "C", "N", "H", "H", "H", "H"],
  "coordinates": [[0.628941, 0.097491, 0.138250], [-2.984986, -0.350128, 4.632366], [-3.312041, -1.177313, 3.384994], [-4.549100, -2.030838, 3.612068], [-3.531050, -0.359792, 2.268519], [-2.238204, -0.062284, 1.746854], [-1.423133, -1.377060, 2.041154], [-2.205749, -2.003824, 3.056126], [-0.950636, -2.401316, 0.953053], [-0.182682, -1.676761, 0.030107], [0.041552, -3.424677, 1.586186], [0.042537, -4.778308, 1.248572], [1.059363, -5.627781, 1.669497], [2.101798, -5.145722, 2.442823], [2.116965, -3.801479, 2.784143], [1.108832, -2.953427, 2.352603], [-2.104961, -3.203119, 0.332404], [-2.294959, -3.304281, -1.037182], [-3.244456, -4.160479, -1.577841], [-4.054029, -4.917893, -0.751332], [-3.882736, -4.828458, 0.623348], [-2.907707, -4.000524, 1.155530], [-2.247964, 0.720403, 0.398100], [-0.937990, 0.930033, 0.050280], [-2.916984, 2.095264, 0.722986], [-4.289060, 2.268508, 0.879582], [-4.818149, 3.521112, 1.158409], [-3.987305, 4.623721, 1.288259], [-2.618936, 4.460841, 1.130562], [-2.091815, 3.209267, 0.846165], [-3.085207, 0.164668, -0.760860], [-4.324245, -0.453962, -0.606854], [-5.110231, -0.744328, -1.712678], [-4.662739, -0.452958, -2.991871], [-3.419866, 0.142003, -3.157781], [-2.651569, 0.464071, -2.049851], [-3.828198, 0.301488, 4.862883], [-2.097396, 0.261666, 4.469717], [-2.799869, -1.020416, 5.471422], [-5.386753, -1.380095, 3.861833], [-4.372428, -2.728046, 4.430970], [-4.779133, -2.586144, 2.703899], [-1.770726, 0.675892, 2.404349], [-0.496914, -1.044201, 2.499820], [-0.740926, -5.191032, 0.630787], [1.033333, -6.671440, 1.378731], [2.895630, -5.806609, 2.769661], [2.927192, -3.404790, 3.385007], [1.179416, -1.903969, 2.596353], [-1.699792, -2.709799, -1.707333], [-3.353285, -4.218280, -2.653504], [-4.797075, -5.587635, -1.168176], [-4.492162, -5.431247, 1.287313], [-2.737613, -3.995439, 2.220513], [-4.959372, 1.425743, 0.782081], [-5.890556, 3.636677, 1.269353], [-4.404296, 5.600183, 1.506139], [-1.955663, 5.312808, 1.228461], [-1.030594, 3.069531, 0.708298], [-4.680298, -0.701933, 0.382083], [-6.075950, -1.215973, -1.572152], [-5.278494, -0.685829, -3.853274], [-3.053361, 0.372312, -4.151903], [-1.705606, 0.978867, -2.158480], [2.546444, 2.039585, 2.760285], [1.366848, 1.627793, 2.065393], [1.433572, 2.111597, 0.706823], [0.203034, 2.105134, 2.719007], [1.337936, 0.178642, 2.014524], [6.800544, 4.460011, 0.534620], [6.847203, 3.925895, -0.893962], [5.881631, 2.850207, -1.106872], [4.719398, 3.174808, -1.924929], [3.803216, 4.222270, -1.298633], [6.256916, 1.610935, -0.689660], [7.392784, 1.388795, -0.286374], [5.258900, 0.491318, -0.680544], [5.691150, -0.797695, -0.962816], [4.807157, -1.850320, -0.820288], [3.517655, -1.582574, -0.389353], [3.094190, -0.356590, -0.092927], [3.953070, 0.653879, -0.220935], [7.510155, 5.280239, 0.656069], [7.060712, 3.666727, 1.234214], [5.801745, 4.820118, 0.780502], [7.843267, 3.536549, -1.102962], [6.625958, 4.719946, -1.608389], [4.162303, 2.264837, -2.132130], [5.086663, 3.555043, -2.885225], [3.389940, 3.878251, -0.351148], [2.969168, 4.421861, -1.973167], [4.333602, 5.160717, -1.134593], [6.713579, -0.955824, -1.280856], [5.112979, -2.866303, -1.029330], [2.791620, -2.379751, -0.259461], [3.590961, 1.625047, 0.078156], [0.454361, -1.816012, -2.184574], [0.956808, -0.184962, -1.866532], [0.765597, 0.553738, -2.967150], [1.026844, 1.933962, -3.070043], [0.771938, 2.559971, -4.259360], [0.236041, 1.853498, -5.362307], [-0.047742, 0.516866, -5.283004], [0.233720, -0.172480, -4.083459], [0.061762, -1.485765, -3.865445], [1.386692, 2.459369, -2.194550], [0.967022, 3.620662, -4.361724], [0.032117, 2.392286, -6.279159], [-0.470093, -0.025246, -6.119225]],
  "forces_ev_per_a": [[1.2, -1.0, -0.4], [0.0, 0.0, -0.2], [-0.2, 0.0, 0.4], [0.2, 0.1, -0.2], [0.0, -0.1, -0.2], [0.2, 0.0, -0.1], [0.1, 0.0, -0.2], [0.0, -0.1, 0.0], [0.1, 0.0, 0.0], [-0.2, -0.6, 0.5], [0.0, 0.0, -0.1], [0.1, 0.1, 0.0], [0.0, 0.0, 0.0], [0.0, -0.1, 0.0], [0.0, 0.1, 0.0], [0.0, 0.0, 0.1], [0.1, 0.1, 0.1], [0.0, 0.1, 0.1], [-0.1, 0.1, -0.1], [0.0, -0.1, 0.0], [0.0, 0.0, 0.0], [-0.1, 0.0, -0.1], [0.1, 0.1, 0.0], [-2.2, 1.0, 0.1], [0.1, 0.0, 0.0], [0.0, 0.1, 0.1], [-0.1, 0.0, 0.0], [0.0, 0.0, 0.0], [0.0, 0.0, 0.0], [0.0, -0.1, 0.0], [0.1, -0.1, 0.0], [0.1, -0.1, 0.0], [0.0, -0.1, 0.0], [0.0, 0.0, -0.1], [0.0, 0.0, 0.0], [0.1, -0.1, 0.0], [0.0, 0.0, 0.0], [0.0, 0.0, 0.0], [0.0, 0.0, 0.0], [0.0, 0.0, 0.0], [0.0, 0.0, 0.0], [0.0, 0.0, 0.0], [0.0, 0.0, 0.0], [0.0, 0.1, 0.0], [-0.1, 0.0, 0.0], [0.0, 0.0, 0.0], [0.0, 0.0, 0.0], [0.0, 0.0, 0.0], [0.0, -0.1, 0.1], [-0.1, 0.1, 0.0], [0.0, 0.0, 0.0], [0.0, 0.0, 0.0], [0.0, 0.0, 0.0], [0.0, 0.0, 0.0], [0.0, 0.1, 0.0], [0.0, 0.0, 0.0], [0.0, 0.0, 0.0], [0.0, 0.0, 0.0], [0.0, 0.0, 0.0], [0.0, 0.0, 0.0], [0.0, 0.0, 0.0], [0.0, 0.0, 0.0], [0.0, 0.0, 0.0], [0.0, 0.0, 0.0], [0.1, -0.1, 0.0], [1.0, 1.8, 2.3], [0.0, -0.1, -1.0], [-0.2, 0.1, 0.1], [-0.1, -0.6, 0.2], [0.0, 0.0, -0.1], [0.1, 0.0, 0.1], [0.0, 0.1, 0.1], [-0.1, 0.0, 0.0], [0.0, -0.2, -0.1], [0.1, 0.0, -0.1], [-0.1, 0.0, 0.0], [-0.2, 0.0, 0.2], [0.0, 0.1, -0.1], [0.0, 0.0, 0.0], [0.0, 0.0, 0.1], [0.1, 0.1, 0.0], [0.3, -0.2, -0.1], [0.0, 0.0, 0.0], [0.0, 0.0, 0.0], [0.0, 0.0, 0.0], [0.0, 0.0, -0.1], [0.0, 0.0, 0.0], [0.0, 0.0, 0.0], [0.0, -0.1, 0.0], [0.0, 0.0, 0.1], [0.0, 0.0, 0.0], [0.0, 0.0, 0.0], [0.0, 0.0, 0.0], [0.0, 0.0, 0.0], [0.0, 0.0, 0.0], [-0.1, 0.1, 0.0], [-0.2, -0.9, -1.2], [0.0, 0.7, -0.5], [0.0, -0.5, -0.1], [0.0, 0.3, -0.1], [0.1, 0.0, 0.4], [-0.2, -0.3, -0.2], [0.0, 0.3, -0.3], [0.2, -0.2, 0.4], [0.2, 0.2, -0.3], [0.0, 0.1, 0.0], [0.0, 0.0, 0.0], [0.0, 0.0, 0.0], [0.0, 0.0, 0.0]],
  "e_homo_ev": -5.625,
  "total_charge": -1,
  "relative_energy_ev": 2.110,
  "e_tot_ha": -5776.45677
}

{
  "formula": "C22H32Br6O10",
  "method": "ωB97M-V with the def2-TZVPD basis set",
  "elements": ["O", "C", "O", "C", "C", "C", "H", "H", "H", "H", "H", "H", "O", "C", "O", "C", "C", "C", "H", "H", "H", "H", "H", "H", "O", "C", "O", "C", "C", "C", "H", "H", "H", "H", "H", "H", "O", "C", "O", "C", "C", "C", "H", "H", "H", "H", "H", "H", "O", "C", "O", "C", "C", "C", "H", "H", "H", "H", "H", "H", "C", "Br", "Br", "Br", "H", "C", "Br", "Br", "Br", "H"],
  "coordinates": [[-3.939176, -0.326068, -2.184237], [-3.168129, -1.226875, -2.609987], [-1.768774, -1.078714, -2.733549], [-1.162378, -2.141173, -3.477031], [-2.260579, -2.926116, -4.009348], [-3.437878, -2.663014, -2.948573], [-0.331981, -2.586009, -2.928706], [-0.688946, -1.602753, -4.298040], [-1.911068, -3.919715, -4.289907], [-2.582977, -2.617895, -5.003912], [-3.136921, -3.073451, -1.984700], [-4.456493, -2.892446, -3.261439], [0.891609, 5.524343, -1.751382], [1.318280, 4.375549, -1.575114], [0.782642, 3.703833, -0.598022], [1.507792, 2.539915, -0.360815], [2.817240, 2.699910, -1.137338], [2.361244, 3.646047, -2.255122], [1.140623, 1.534892, -0.568714], [1.817082, 2.519173, 0.684168], [3.124510, 1.697403, -1.435107], [3.670706, 3.162956, -0.642069], [2.167089, 3.063082, -3.155422], [3.237259, 4.252833, -2.484313], [1.866505, 1.317081, -4.723817], [2.473328, 0.388317, -4.228116], [1.760171, -0.583661, -3.684322], [2.657347, -1.352997, -2.948360], [3.971441, -1.280579, -3.613131], [3.974104, 0.124183, -4.104871], [2.367191, -2.395396, -2.816864], [2.515817, -0.838970, -1.997647], [4.092508, -2.103491, -4.317578], [4.853540, -1.421968, -2.988619], [4.455779, 0.196476, -5.079995], [4.569113, 0.767867, -3.457010], [-3.737912, -1.544542, 3.672511], [-3.551209, -0.810843, 4.650425], [-3.856601, -1.218520, 5.861675], [-3.393862, -0.311750, 6.897440], [-2.795457, 0.894221, 6.049931], [-3.079722, 0.656359, 4.650961], [-2.629283, -0.695233, 7.573063], [-4.285035, 0.088337, 7.381005], [-1.717657, 1.044682, 6.111771], [-3.276831, 1.790096, 6.442106], [-2.192485, 0.756598, 4.025782], [-3.886493, 1.357449, 4.437156], [1.154081, -0.241864, 6.366804], [1.165861, -0.874899, 5.321661], [-0.003218, -1.107671, 4.537935], [0.344999, -1.867583, 3.438920], [1.802927, -1.680444, 3.143685], [2.352170, -1.403775, 4.565024], [-0.324012, -1.732067, 2.589120], [0.359889, -2.931769, 3.674276], [1.938830, -0.850009, 2.450855], [2.218584, -2.638395, 2.831162], [3.024497, -0.554354, 4.444328], [2.845582, -2.197854, 5.125451], [-1.455315, 2.854533, -3.966199], [-1.490085, 2.165128, -2.042890], [-3.020655, 4.095617, -4.185559], [-1.464041, 1.358343, -5.135034], [-0.635753, 3.546023, -4.161813], [-1.269190, -0.446172, 0.391088], [0.577818, -1.114177, -0.096828], [-1.164047, 1.119412, 1.533703], [-2.482653, -1.888704, 0.969688], [-1.621341, -0.098744, -0.580191]],
  "forces_ev_per_a": [[3.3, -3.5, -1.8], [-0.8, 3.0, 1.2], [-2.0, 0.8, 0.8], [1.3, 2.6, -0.5], [-2.4, -1.7, -0.3], [1.4, -0.2, -1.1], [-0.6, -0.4, 0.5], [0.4, -0.1, -0.1], [-0.4, -0.6, 0.9], [-0.2, 0.8, 0.1], [-0.4, -0.8, 0.1], [0.3, 0.0, 0.2], [1.2, -1.8, -0.5], [-2.8, 4.7, -0.8], [-0.9, -1.1, 1.1], [2.9, -1.2, 1.8], [-0.2, -0.5, -0.6], [3.2, -1.4, -0.6], [-1.2, 0.6, -0.3], [-0.7, 0.0, 0.3], [0.2, 0.1, -0.4], [-0.3, 0.0, 0.6], [-0.9, 0.4, 0.0], [-0.5, 0.5, -0.3], [1.4, -0.2, 0.0], [-1.3, 2.4, -0.9], [-0.3, -0.5, -1.5], [-0.5, -1.5, 2.7], [1.9, -0.6, 0.6], [0.2, 0.1, -1.5], [-0.6, 0.2, -0.1], [1.1, -0.7, 0.8], [-0.3, 0.4, -0.7], [-0.3, -0.2, 0.6], [-0.3, 0.3, -0.2], [-0.7, 0.3, 0.2], [0.4, 1.8, 2.6], [-0.7, -0.8, -4.2], [0.4, -0.7, 2.4], [0.2, 1.8, -2.0], [1.0, 0.5, 3.1], [-0.8, -1.1, -1.0], [-0.4, -0.6, -0.1], [0.1, -0.5, 0.4], [0.0, -0.3, 0.9], [0.2, 0.2, -0.1], [-0.5, 0.1, -0.3], [-0.1, -0.5, -1.2], [-0.4, -1.4, -1.9], [-1.6, 1.2, 0.5], [1.3, 1.4, 2.7], [0.2, -2.2, -1.5], [0.5, -0.2, 0.9], [0.0, 1.2, -0.8], [0.0, 0.3, 0.3], [-1.1, -0.3, 0.4], [0.5, -0.2, 0.0], [0.0, 0.4, -0.8], [0.3, -0.1, 0.6], [-0.1, -0.1, -0.3], [-1.0, 0.3, 1.6], [0.1, 0.9, -1.8], [0.7, -0.8, -0.1], [-0.1, 0.3, -0.2], [0.1, -0.6, 0.3], [-1.0, 0.0, -0.5], [2.3, -0.9, -0.8], [-0.2, 1.3, 0.8], [-0.7, -0.5, -0.2], [-0.3, 0.0, 0.2]],
  "e_homo_ev": [-1.491, -5.953],
  "multiplicity": 2,
  "s2": 0.75,
  "total_charge": -1,
  "relative_energy_ev": 0.399,
  "e_tot_ha": -17053.91769
}

{
  "formula": "C3H9NOS",
  "method": "ωB97M-V with the def2-TZVPD basis set",
  "elements": ["N", "C", "C", "O", "C", "S", "H", "H", "H", "H", "H", "H", "H", "H", "H"],
  "coordinates": [[-0.173300, 0.228663, 1.452915], [-0.042853, 0.415673, 0.012799], [-0.964163, -0.584214, -0.755189], [-2.194128, -0.745842, -0.021689], [1.385892, 0.147368, -0.436708], [2.640071, 1.253052, 0.356442], [0.439212, -0.546763, 1.708158], [-1.104474, -0.077370, 1.691053], [-0.320458, 1.401952, -0.362791], [-0.518763, -1.571162, -0.885631], [-1.223801, -0.149402, -1.725106], [-2.863289, -0.922532, -0.681851], [1.468152, 0.429982, -1.483878], [1.622242, -0.895532, -0.252334], [1.849660, 1.616127, 1.383810]],
  "forces_ev_per_a": [[0.6, 0.1, -0.1], [-0.4, -1.3, -0.6], [-0.5, 0.6, 0.3], [0.4, 0.2, -0.2], [0.1, 1.0, 0.2], [-0.5, -0.2, 0.1], [-0.1, 0.2, 0.1], [-0.3, 0.2, -0.1], [-0.1, 0.3, 0.7], [0.3, 0.0, 0.0], [0.3, -0.2, -0.1], [-0.3, -0.1, 0.1], [0.0, -0.5, -0.2], [0.2, -0.1, -0.1], [0.1, -0.1, 0.0]],
  "smiles": "N[C@H](CO)CS",
  "e_homo_ev": -8.953,
  "relative_energy_ev": 0.907,
  "e_tot_ha": -647.86475
}

{
  "formula": "CH4BNO2",
  "method": "ωB97M-V with the def2-TZVPD basis set",
  "elements": ["B", "C", "N", "O", "O", "H", "H", "H", "H"],
  "coordinates": [[-0.679284, 0.806637, 0.032578], [-0.572150, -0.899790, -0.015972], [1.222075, -0.174893, -0.046395], [2.303876, -0.647140, 0.026729], [0.939947, 0.989093, -0.127655], [-1.031594, 1.470560, -0.823272], [-0.750060, 1.261135, 1.046656], [-0.746688, -1.482315, 0.810068], [-0.686123, -1.323283, -0.902736]],
  "forces_ev_per_a": [[0.8, -1.4, -0.6], [2.7, 6.4, 1.5], [-1.4, -5.6, 0.5], [0.2, 0.4, -0.1], [-0.2, 2.7, -0.4], [-1.2, 0.3, -1.3], [-0.9, 0.7, 2.3], [0.1, -1.4, 2.0], [-0.2, -2.1, -3.9]],
  "e_homo_ev": -10.912,
  "relative_energy_ev": 3.415,
  "e_tot_ha": -270.40113
}

{
  "formula": "C6H14NO",
  "method": "ωB97M-V with the def2-TZVPD basis set",
  "elements": ["C", "C", "C", "C", "C", "N", "C", "O", "H", "H", "H", "H", "H", "H", "H", "H", "H", "H", "H", "H", "H", "H"],
  "coordinates": [[-0.008677, 1.804967, 2.330191], [0.918273, 1.095627, 1.796962], [1.019584, -0.382465, 1.567360], [1.152823, -0.646659, 0.069460], [-0.238371, -0.604762, -0.593473], [-1.025983, 0.624869, -0.564909], [-0.316586, -1.062039, -2.124421], [-1.652680, -0.771988, -2.386542], [0.091760, 2.864631, 2.284915], [-0.973389, 1.498801, 2.822852], [1.797216, 1.578532, 1.169859], [2.016824, -0.749182, 2.073376], [0.216592, -1.084812, 1.924935], [1.773475, 0.096629, -0.556500], [1.596799, -1.675813, -0.069472], [-0.847118, -1.295647, -0.052275], [-0.394206, 1.441359, -1.100840], [-1.231604, 0.882861, 0.531764], [-1.920929, 0.621268, -1.018038], [-0.280417, -2.182940, -2.157444], [0.298204, -0.578178, -2.991453], [-1.991598, -1.475049, -2.956310]],
  "forces_ev_per_a": [[-3.0, 1.5, 1.5], [3.1, -1.4, -2.8], [2.0, -1.3, 0.9], [0.2, 0.6, -1.6], [0.9, -2.1, -2.3], [2.7, 4.9, 2.8], [0.4, -0.8, 0.2], [-1.8, -0.3, -1.3], [0.0, 0.7, 0.1], [1.3, -0.3, -0.4], [-1.7, -0.5, 1.8], [-1.9, 0.6, -0.8], [0.5, 1.1, 0.1], [-0.3, -1.0, 1.4], [-0.7, 1.1, -0.2], [-0.5, -0.8, 0.1], [-2.2, -2.2, 2.2], [1.1, -0.1, -3.3], [-0.5, -0.8, -0.8], [1.0, 1.0, 0.1], [-0.3, -0.7, 2.2], [-0.3, 0.5, 0.0]],
  "smiles": "C=CCC[C@@H]([NH3+])CO",
  "e_homo_ev": -13.899,
  "total_charge": 1,
  "relative_energy_ev": 2.496,
  "e_tot_ha": -366.67551
}

{
  "formula": "CLiNaO3",
  "method": "ωB97M-V with the def2-TZVPD basis set",
  "elements": ["Na", "O", "O", "O", "C", "Li"],
  "coordinates": [[0.190290, -3.897323, 0.309954], [-0.989766, -1.453680, 1.256941], [0.608341, 1.447553, -1.021978], [-0.114910, 2.073885, -0.071321], [1.526427, 0.939718, -1.491716], [-1.220381, 0.889848, 1.018120]],
  "forces_ev_per_a": [[0.1, -0.5, 0.0], [0.0, 0.1, -0.1], [1.2, -0.7, -0.6], [-1.3, 0.4, 1.2], [0.0, 0.1, -0.5], [-0.1, 0.6, 0.0]],
  "e_homo_ev": [-19.527, -19.528],
  "total_charge": 2,
  "e_tot_ha": -432.69613
}